{
  "formula": "C26H30N2O4",
  "method": "ωB97M-V/def2-TZVPD",
  "homo_energy_ev": -8.5,
  "smiles": "Cc1cc(OCC(=O)NC2CCN(Cc3ccccc3)CC2)c2c(C)c(C)c(=O)oc2c1",
  "e_tot_ha": -1419.27170,
  "relative_energy_kj_mol": 75.94,
  "multiplicity": 1,
  "gap_ev": 8.73,
  "species": ["C", "C", "C", "C", "O", "C", "C", "O", "N", "C", "C", "C", "N", "C", "C", "C", "C", "C", "C", "C", "C", "C", "C", "C", "C", "C", "C", "C", "O", "O", "C", "C", "H", "H", "H", "H", "H", "H", "H", "H", "H", "H", "H", "H", "H", "H", "H", "H", "H", "H", "H", "H", "H", "H", "H", "H", "H", "H", "H", "H", "H", "H"],
  "coordinates": [[-5.74740, -2.64375, 1.24539], [-4.68792, -1.69444, 0.78373], [-3.37744, -2.14577, 0.62960], [-2.35432, -1.31430, 0.20975], [-1.07866, -1.77066, 0.02714], [-0.85704, -3.16225, 0.10546], [0.56938, -3.55536, -0.29198], [0.83577, -4.72066, -0.49882], [1.45238, -2.55066, -0.36025], [2.85355, -2.77761, -0.65454], [3.35318, -1.85620, -1.76826], [3.52527, -0.41653, -1.28551], [4.41349, -0.38621, -0.14187], [4.90190, 0.94372, 0.19078], [3.83086, 1.95073, 0.53862], [3.30266, 2.01461, 1.82295], [2.29683, 2.91425, 2.12981], [1.81244, 3.77345, 1.15852], [2.33520, 3.72302, -0.12308], [3.33079, 2.81239, -0.43041], [3.83918, -1.11410, 0.96970], [3.72078, -2.58912, 0.59361], [-2.62268, 0.05508, -0.06014], [-1.65754, 1.05468, -0.46433], [-0.20040, 0.71631, -0.51049], [-2.08238, 2.30553, -0.78802], [-1.18024, 3.40531, -1.25991], [-3.48530, 2.68248, -0.67599], [-3.93799, 3.77035, -0.94444], [-4.34547, 1.73591, -0.20878], [-3.95820, 0.47389, 0.06999], [-4.97406, -0.38003, 0.49034], [-5.84752, -3.46908, 0.54184], [-6.70617, -2.14132, 1.33229], [-5.48245, -3.06444, 2.21423], [-3.18064, -3.18134, 0.85272], [-1.53763, -3.70934, -0.55840], [-1.00714, -3.52829, 1.13150], [1.14468, -1.61416, -0.15390], [2.90906, -3.82179, -0.98131], [4.32205, -2.22674, -2.10369], [2.66238, -1.88311, -2.61233], [3.97468, 0.17584, -2.08614], [2.54065, 0.02648, -1.05174], [5.59247, 0.83209, 1.03147], [5.47135, 1.30002, -0.67298], [3.69336, 1.36631, 2.59437], [1.89764, 2.95326, 3.13285], [1.03945, 4.48695, 1.40462], [1.97274, 4.39897, -0.88422], [3.73701, 2.78159, -1.43172], [4.50603, -1.01611, 1.82968], [2.84813, -0.71831, 1.25978], [4.71799, -2.97489, 0.38157], [3.29884, -3.15588, 1.42467], [0.40407, 1.60129, -0.68131], [0.09692, 0.27285, 0.43815], [-0.01549, -0.00188, -1.30808], [-0.61247, 3.09906, -2.13668], [-0.48258, 3.69845, -0.47757], [-1.79356, 4.26513, -1.51856], [-5.97247, 0.01734, 0.57154]],
  "atomic_forces_ev_per_a": [[-0.003, -0.006, -0.009], [0.123, 0.361, -0.127], [0.266, -0.174, 0.005], [-0.361, 0.104, 0.061], [-0.043, 0.152, -0.022], [-0.044, -0.576, 0.031], [-0.511, 0.362, 0.089], [-0.115, -0.342, 0.045], [0.222, 0.536, -0.002], [0.318, -0.304, -0.098], [-0.130, 0.094, 0.095], [0.093, -0.244, -0.202], [0.062, 0.013, -0.013], [0.010, -0.020, -0.016], [0.058, -0.013, -0.019], [0.030, -0.006, -0.035], [-0.067, 0.005, 0.103], [-0.047, 0.060, 0.007], [-0.044, 0.080, -0.053], [0.030, -0.010, 0.037], [0.128, -0.331, 0.017], [-0.161, 0.094, 0.015], [-0.453, -0.045, 0.087], [-0.054, 0.541, -0.185], [0.038, 0.233, -0.069], [0.246, -0.391, 0.099], [-0.095, 0.066, -0.001], [-0.058, 0.510, -0.172], [0.035, -0.406, 0.129], [-0.220, 0.064, 0.040], [0.424, -0.769, 0.123], [0.053, 0.052, -0.023], [-0.054, -0.071, -0.017], [-0.093, -0.016, 0.026], [-0.036, -0.047, 0.068], [0.082, -0.112, 0.000], [0.111, 0.082, 0.094], [-0.016, 0.046, -0.149], [-0.159, -0.048, -0.010], [0.021, 0.227, 0.049], [0.041, 0.009, -0.044], [-0.005, -0.052, -0.036], [-0.096, 0.057, 0.003], [0.022, 0.072, -0.036], [0.014, 0.052, -0.063], [0.014, 0.039, 0.091], [0.048, -0.076, 0.074], [-0.027, 0.012, 0.083], [-0.065, 0.056, 0.011], [-0.043, 0.050, -0.056], [0.065, -0.009, -0.104], [-0.086, 0.047, 0.039], [0.048, 0.028, 0.057], [0.065, -0.015, 0.037], [-0.005, -0.062, -0.002], [0.047, 0.033, -0.006], [0.113, -0.038, 0.004], [0.112, -0.066, -0.001], [0.106, 0.017, -0.041], [0.091, 0.037, -0.005], [0.103, 0.011, -0.025], [-0.148, 0.045, 0.023]]
}